55
Properties=species:S:1:pos:R:3:forces:R:3 method="wB97M-V/def2-TZVPD" gap_ev="7.155 / 5.857" de_lowest_kcal_mol=10.6 multiplicity=2 charge=+1 lumo_energy_ev="-4.70 / -6.00" e_tot_ev=-182289.6572 homo_energy_ev="-11.9 / -11.9"
Ir 1.8702 0.4125 -0.3846 0.494 -0.162 0.009
Cl 3.7540 1.4463 -1.8158 0.120 0.087 -0.012
C 2.0545 1.2168 -2.1983 -0.237 0.045 -0.012
H 1.9170 0.5085 -3.0091 -0.009 -0.011 -0.010
H 1.5477 2.1700 -2.3221 -0.053 -0.025 -0.020
F 1.9698 5.0378 3.5311 -0.003 -0.025 -0.013
C 1.9267 4.0369 2.6467 0.002 0.041 0.005
C 1.3011 4.2482 1.4330 -0.026 0.002 -0.036
C 1.2533 3.2075 0.5160 -0.035 0.062 -0.008
C 1.8280 1.9806 0.8271 -0.022 -0.034 0.010
C 2.4802 1.8014 2.0458 0.001 0.031 0.107
C 2.5246 2.8339 2.9708 0.050 -0.048 -0.002
H 0.8708 5.2164 1.2152 -0.003 -0.013 -0.005
H 0.7715 3.3721 -0.4384 -0.077 0.007 -0.021
H 2.9731 0.8626 2.2798 0.012 0.003 0.010
H 3.0280 2.7225 3.9212 0.003 -0.004 -0.001
F 2.3099 -1.4907 -1.5174 0.057 -0.008 -0.031
As 3.2256 -2.5136 -0.2979 0.030 -0.218 -0.187
F 4.6056 -2.3442 -1.2665 0.027 0.000 -0.036
F 2.6974 -3.9186 -1.0883 0.010 -0.005 0.038
F 4.0301 -3.2718 0.9763 0.026 0.014 0.021
F 1.7427 -2.4213 0.6219 0.164 0.042 0.190
F 3.6022 -0.8712 0.3939 -0.387 0.134 0.205
C -1.8927 -1.5403 4.2091 0.001 0.002 -0.028
C -0.7212 -0.8050 4.0956 0.004 -0.007 0.011
C -0.2260 -0.4761 2.8424 0.036 0.002 0.026
C -0.9220 -0.8933 1.7173 0.024 -0.016 -0.001
C -2.0959 -1.6347 1.8158 0.010 -0.013 0.069
C -2.5792 -1.9558 3.0740 0.022 0.009 0.017
As -0.3542 -0.4301 -0.0352 0.042 0.264 -0.090
C -1.5464 0.8075 -0.8788 -0.059 -0.112 0.023
C -1.9809 2.0445 -0.4356 0.037 0.058 -0.045
C -2.8477 2.7728 -1.2410 0.013 -0.029 0.013
C -3.2624 2.2526 -2.4614 -0.002 -0.022 0.017
C -2.8504 0.9941 -2.8805 -0.007 0.007 0.003
C -1.9927 0.2490 -2.0817 0.005 -0.109 -0.058
C -1.5542 -1.1481 -2.3430 -0.030 0.032 -0.025
C -1.9105 -1.9162 -3.4422 -0.022 0.006 -0.025
C -1.4792 -3.2339 -3.5311 0.003 0.002 0.006
C -0.6992 -3.8032 -2.5321 -0.023 0.039 0.000
C -0.3234 -3.0498 -1.4280 -0.057 -0.069 -0.040
C -0.7563 -1.7375 -1.3538 -0.004 0.032 -0.041
H -2.2727 -1.7959 5.1890 0.000 -0.002 -0.001
H -0.1877 -0.4895 4.9820 -0.009 -0.005 0.008
H 0.6909 0.0956 2.7541 -0.097 -0.038 0.006
H -2.6232 -1.9644 0.9283 0.002 0.009 -0.003
H -3.4886 -2.5336 3.1680 0.003 0.003 0.005
H -1.6698 2.4303 0.5256 0.058 0.049 0.034
H -3.2091 3.7384 -0.9139 0.009 -0.009 0.006
H -3.9387 2.8244 -3.0829 0.011 0.001 -0.004
H -3.2187 0.5941 -3.8158 0.005 -0.001 0.000
H -2.5297 -1.5005 -4.2263 0.004 -0.007 -0.002
H -1.7624 -3.8269 -4.3906 0.002 0.004 0.003
H -0.3761 -4.8317 -2.6144 0.000 0.000 0.002
H 0.2962 -3.4796 -0.6534 -0.126 0.004 -0.088